85
Properties=species:S:1:pos:R:3:forces:R:3 method="wB97M-V/def2-TZVPD" energy_ev=-74563.1826 e_above_lowest_kcal_mol=87.42 homo_energy_ev="-9.2 / -10.3" s2=3.779 lumo_energy_ev="-3.1 / -3.3" mol_weight_g_mol=624.71 spin_multiplicity=4 orbital_gap_ha="0.224 / 0.257" total_charge=+1
V -0.818336 -0.027152 -0.260138 0.690 0.821 3.436
C -2.112074 0.616106 1.403010 -0.919 0.692 0.468
C -2.571810 -0.519126 2.078782 0.495 -0.248 0.092
C -3.557998 -1.135156 1.289417 -0.294 -0.203 0.027
C -3.740672 -0.390895 0.138950 0.139 0.245 -0.100
C -2.826591 0.704355 0.155307 -1.079 0.523 0.359
H -1.592169 1.444918 1.866668 0.189 -0.114 -0.106
H -2.244806 -0.852111 3.053191 0.029 0.008 0.045
H -4.090889 -2.035830 1.548100 -0.057 -0.113 0.019
H -4.456278 -0.598583 -0.641553 0.000 -0.015 -0.083
H -3.007491 1.634605 -0.375874 0.257 -0.139 -0.112
C 1.284819 1.552945 3.140574 -0.100 0.088 0.326
N 1.078855 1.452511 1.711526 -0.284 0.625 -0.249
C 0.791561 2.532402 1.059534 0.249 -0.230 0.576
C 0.440320 2.584178 -0.305445 -0.078 0.754 -0.645
C 0.450263 3.745643 -1.093497 0.002 -0.433 0.326
C 0.003285 3.379678 -2.355465 -0.065 -0.132 -0.075
C -0.294171 2.024652 -2.280445 0.097 0.403 -0.530
N -0.026664 1.522149 -1.063800 0.895 1.078 -0.785
C 2.563195 0.878584 3.559631 0.008 -0.101 0.027
C 2.559660 -0.142882 4.502072 0.004 0.121 -0.022
C 3.738088 -0.782736 4.850833 0.065 -0.047 0.056
C 4.933132 -0.407953 4.259602 -0.027 -0.033 0.093
C 4.948533 0.627147 3.338744 0.081 -0.008 -0.098
C 3.771189 1.262582 2.985526 -0.065 -0.014 0.089
H 0.436075 1.070979 3.637244 0.064 0.062 0.076
H 1.306476 2.604580 3.460242 -0.096 -0.075 -0.046
H 0.790828 3.502362 1.570692 0.111 -0.118 0.025
H 0.769887 4.716545 -0.768988 0.036 0.224 0.090
H -0.114830 4.015068 -3.210822 -0.029 0.084 -0.172
H -0.716106 1.413925 -3.062058 -0.032 -0.042 -0.004
H 1.630823 -0.441902 4.965376 -0.142 -0.015 0.051
H 3.722904 -1.577709 5.580876 -0.004 -0.072 0.077
H 5.849434 -0.912071 4.524024 0.108 -0.033 0.050
H 5.883456 0.939078 2.896817 0.079 0.036 -0.048
H 3.791904 2.069318 2.266147 -0.020 0.102 -0.091
N 0.872698 -2.449109 1.175573 -0.232 -0.185 0.231
C 2.220125 -3.031069 1.244970 0.455 -0.328 0.114
C 3.245671 -1.927923 1.506916 -0.247 -0.012 -0.046
C 3.409527 -0.995882 0.312038 0.563 -0.346 0.098
N 2.126740 -0.302492 0.076657 -0.317 0.530 0.072
C 3.809686 -1.783402 -0.933688 -0.325 -0.127 0.001
C 2.793540 -2.884696 -1.260862 0.377 -0.306 -0.089
N 1.539466 -2.268001 -1.709656 0.081 -0.190 -0.345
C 2.547144 -3.786888 -0.046250 -0.124 0.339 -0.015
H 0.616091 -2.082465 2.090507 -0.107 -0.083 -0.072
H 0.215896 -3.187563 0.940865 -0.014 0.132 0.151
H 1.399572 -1.054241 -0.019617 0.562 0.320 -0.058
H 2.288601 -3.754740 2.073049 -0.018 0.134 -0.125
H 4.206170 -2.384684 1.738445 0.101 0.015 -0.005
H 2.940728 -1.355866 2.382123 0.081 -0.002 0.019
H 4.178759 -0.250596 0.541837 -0.221 -0.004 -0.046
H 2.151819 0.243640 -0.786767 -0.036 -0.048 0.111
H 1.761330 0.388246 0.893714 0.239 -0.339 -0.470
H 4.784732 -2.239843 -0.767122 0.084 0.038 0.025
H 3.905056 -1.115018 -1.792139 0.077 0.054 -0.058
H 3.225110 -3.521277 -2.051392 -0.048 0.138 0.148
H 0.852644 -2.995836 -1.878539 -0.048 0.023 -0.086
H 1.701524 -1.810743 -2.603891 -0.096 -0.063 -0.005
H 3.444075 -4.383470 0.123014 0.010 -0.050 0.012
H 1.733782 -4.481857 -0.271467 0.011 -0.122 -0.038
N -2.796965 -6.182255 -2.873061 0.064 0.327 0.196
C -3.175867 -6.999296 -3.901981 0.048 0.186 -0.796
C -3.621678 -8.311065 -3.946780 -0.084 -0.232 0.053
C -3.934359 -8.820970 -5.189762 0.004 0.023 0.215
C -3.802054 -8.052727 -6.353355 -0.011 0.105 -0.214
C -3.348022 -6.754584 -6.319802 0.029 -0.012 0.066
C -3.023720 -6.213587 -5.075376 -0.187 -0.825 0.613
N -2.565706 -4.977714 -4.740670 0.197 0.735 0.429
C -2.453667 -4.969912 -3.430537 -0.282 -0.849 -0.757
C -2.055147 -3.814282 -2.681560 0.326 1.146 0.778
C -2.044884 -3.752877 -1.276263 -0.002 -0.228 -0.722
C -1.678240 -2.587277 -0.651118 -0.009 -0.053 0.264
N -1.292462 -1.475338 -1.300899 -1.093 -2.989 -2.499
C -1.332202 -1.520737 -2.645884 -0.004 0.104 -0.160
C -1.697276 -2.633331 -3.359514 -0.157 -0.529 0.122
H -2.808999 -6.426468 -1.897262 0.004 0.059 -0.082
H -3.726215 -8.905957 -3.051957 -0.032 -0.073 0.066
H -4.301669 -9.832710 -5.272708 0.000 -0.079 0.026
H -4.074216 -8.496057 -7.299124 0.003 -0.028 -0.083
H -3.245904 -6.159651 -7.211859 0.008 0.059 -0.148
H -2.349313 -4.596477 -0.675336 -0.020 -0.019 0.096
H -1.724027 -2.506162 0.428851 0.017 -0.034 -0.079
H -1.060996 -0.607608 -3.160094 0.018 -0.048 0.023
H -1.735579 -2.624245 -4.437182 0.048 0.060 -0.078